No. 1
This record from the Open Molecules 2025 dataset describes a structure of composition C39H43N2O4OsP2Si2. The level of theory is ωB97M-V with the def2-TZVPD basis set.

Each line ends with the Löwdin charge.
Cartesian coordinates (Å):
Os -0.296471 0.881126 0.556128  1.426
C -0.353099 4.052733 -0.837749  -0.172
Si 0.108692 2.762474 -2.095496  0.373
C 1.566431 3.314304 -3.119158  -0.162
C -1.365516 2.303641 -3.142094  -0.155
N 0.584350 1.335647 -1.133805  -0.397
P 0.979627 -0.254911 -1.437528  0.753
C 0.049743 -0.901464 -0.160414  -0.504
P -1.317573 -1.580965 0.618253  0.729
N -1.792554 -0.193632 1.341995  -0.399
Si -3.165086 0.479300 2.239743  0.366
C -2.636065 0.623493 4.016243  -0.159
C -3.479082 2.152609 1.479372  -0.173
C -4.642008 -0.647956 2.073660  -0.157
C -0.955801 -2.902973 1.764502  -0.300
C -2.003029 -3.565283 2.410159  -0.083
C -1.725198 -4.545735 3.345274  -0.058
C -0.404016 -4.867680 3.636962  -0.054
C 0.635878 -4.211216 2.997590  -0.059
C 0.364418 -3.227752 2.056889  -0.073
C -2.553870 -2.174846 -0.537177  -0.317
C -2.669974 -3.526643 -0.849262  -0.075
C -3.546083 -3.929721 -1.848608  -0.059
C -4.298368 -2.987008 -2.533147  -0.060
C -4.181911 -1.635764 -2.224393  -0.056
C -3.310451 -1.229048 -1.230426  -0.096
C 2.750113 -0.478571 -1.259312  -0.288
C 3.420868 -1.474666 -1.966421  -0.070
C 4.778811 -1.671984 -1.764038  -0.062
C 5.466958 -0.878043 -0.859101  -0.052
C 4.802221 0.117423 -0.152943  -0.058
C 3.446640 0.318627 -0.349048  -0.070
C 0.542325 -0.789547 -3.087484  -0.308
C 1.212078 -0.231152 -4.178332  -0.093
C 0.859375 -0.595490 -5.465130  -0.056
C -0.150494 -1.529764 -5.667624  -0.054
C -0.799942 -2.104813 -4.586059  -0.052
C -0.456122 -1.734969 -3.292970  -0.056
H -0.581173 4.995553 -1.340767  0.045
H 0.453288 4.241208 -0.126095  0.039
H -1.241544 3.769185 -0.267458  0.014
H 1.446352 4.369001 -3.376812  0.040
H 1.660244 2.763565 -4.055758  0.020
H 2.502205 3.217961 -2.564602  0.037
H -1.691846 3.158692 -3.738772  0.043
H -2.201718 2.006892 -2.503867  0.022
H -1.150091 1.481177 -3.826604  0.021
H -1.734880 1.234933 4.101917  0.027
H -2.427606 -0.358722 4.446414  0.034
H -3.415384 1.094051 4.619871  0.041
H -2.657885 2.838091 1.702652  0.022
H -4.394699 2.597780 1.873935  0.043
H -3.585220 2.082812 0.393314  0.023
H -4.437785 -1.641565 2.477559  0.018
H -4.969230 -0.760135 1.039138  0.026
H -5.477874 -0.238170 2.645539  0.044
H -3.032087 -3.322684 2.173053  0.098
H -2.533818 -5.060351 3.846473  0.113
H -0.188207 -5.635918 4.367640  0.113
H 1.662171 -4.456815 3.231505  0.106
H 1.174189 -2.709018 1.557492  0.095
H -2.080833 -4.262887 -0.317105  0.113
H -3.642235 -4.980304 -2.087735  0.113
H -4.982623 -3.304454 -3.309053  0.113
H -4.771294 -0.903583 -2.760162  0.114
H -3.202077 -0.176825 -0.992052  0.094
H 2.887831 -2.097528 -2.673471  0.110
H 5.298462 -2.442347 -2.317702  0.112
H 6.527842 -1.028627 -0.707938  0.114
H 5.341578 0.741553 0.546632  0.104
H 2.935541 1.101646 0.196878  0.089
H 2.013838 0.480214 -4.018581  0.107
H 1.373880 -0.158923 -6.310550  0.115
H -0.423129 -1.815871 -6.674829  0.113
H -1.576820 -2.840927 -4.744416  0.110
H -0.965247 -2.183711 -2.452271  0.080
O 1.147058 3.527964 3.259458  0.143
C 1.143277 2.431906 2.778073  -0.520
O 0.119134 2.066260 1.967715  -0.262
C 2.244756 1.446023 2.945788  -0.159
C 3.531312 1.965848 3.017960  -0.006
C 4.645625 1.136606 3.154961  0.017
C 4.399063 -0.210325 3.244265  -0.221
O 5.302353 -1.222930 3.349545  0.047
C 4.538262 -2.405946 3.575190  -0.110
O 3.173149 -2.096174 3.284824  0.015
C 3.113664 -0.731113 3.199124  -0.198
C 2.010467 0.064139 3.042220  0.054
H 3.654923 3.038928 2.971327  0.128
H 5.650172 1.532221 3.202762  0.130
H 4.630201 -2.704061 4.622977  0.144
H 4.881035 -3.191048 2.903771  0.142
H 1.012236 -0.355264 3.020683  0.113

Cartesian forces (eV/Å) of the 3 atoms listed first:
0.14 -0.12 0.09
0.01 -0.01 -0.01
0.03 -0.02 -0.01

Net charge: +1
Kohn-Sham gap (eV): 7.226
Lowest unoccupied orbital energy (Eh): -0.125


No. 2
This record from the Open Molecules 2025 dataset describes a structure of composition C39H44AsBiCl3GeN3O7. The level of theory is ωB97M-V with the def2-TZVPD basis set.

Each line ends with the Löwdin charge.
Cartesian coordinates (Å):
Bi 1.508998 0.710038 -0.786288  1.774
O -3.337055 -1.906345 -1.748393  0.117
C -2.277742 -1.084594 -1.644097  -0.487
O -1.198001 -1.348592 -2.101899  0.073
C -2.610982 0.178888 -0.906222  -0.204
C -3.917732 0.535670 -0.627232  0.007
C -4.137566 1.740894 0.029462  -0.030
C -3.055295 2.516696 0.389705  0.026
C -1.772919 2.057920 0.088856  -0.177
N -1.560174 0.920869 -0.553980  0.147
C -0.566420 2.885016 0.522974  -0.637
O -0.783267 4.021250 0.911292  0.027
O 0.596452 2.329635 0.489240  -0.256
H -3.032538 -2.690076 -2.227897  0.134
H -4.733124 -0.112234 -0.912359  0.120
H -5.145852 2.060249 0.258369  0.113
H -3.157945 3.459986 0.906054  0.123
N 5.823047 -0.271978 -1.754826  0.191
C 4.603498 0.174250 -1.414954  -0.530
O 3.587825 -0.428652 -1.779807  -0.105
C 4.509554 1.412510 -0.560336  -0.203
C 3.224336 2.165211 -0.882685  -0.318
H 5.902330 -1.138766 -2.259114  0.119
H 6.652805 0.188892 -1.430442  0.110
H 5.408166 2.025188 -0.674075  0.114
H 4.476520 1.053856 0.472633  0.117
H 3.259369 2.583599 -1.888831  0.024
H 3.012173 2.957042 -0.167705  0.056
Cl -0.407006 7.008497 -0.532531  0.663
C 0.251399 6.500745 -2.072360  -1.614
Cl -0.841776 6.944352 -3.399581  0.611
Cl 1.848040 7.223959 -2.341433  0.617
C 0.410665 5.040549 -2.096111  -0.350
N 0.547240 3.904007 -2.158216  0.235
O 2.589707 -1.458935 2.747267  0.071
C 2.213368 -1.217658 1.617300  -0.648
O 2.475000 -0.082636 1.011783  -0.261
C 1.395283 -2.258128 0.862122  -0.184
C -0.103808 -2.114555 1.153372  -0.252
Ge -0.621709 -2.169851 3.049733  1.021
C -0.342744 -0.461279 3.920716  -0.263
C -0.391080 -0.297145 5.304182  -0.105
C -0.234053 0.958877 5.873668  -0.090
C -0.031934 2.070954 5.067272  -0.081
C 0.011590 1.926284 3.688447  -0.057
C -0.144949 0.666714 3.126192  -0.102
C -2.571005 -2.444438 3.014182  -0.249
C -3.181787 -3.663336 3.307808  -0.102
C -4.561461 -3.812254 3.231219  -0.092
C -5.358063 -2.739073 2.858948  -0.099
C -4.768376 -1.515469 2.571308  -0.096
C -3.389672 -1.372622 2.651431  -0.107
C 0.236479 -3.729103 3.834972  -0.264
C 0.026199 -4.968254 3.226357  -0.130
C 0.641413 -6.117249 3.705728  -0.092
C 1.484834 -6.041854 4.804719  -0.096
C 1.719203 -4.814744 5.408569  -0.084
C 1.104670 -3.668826 4.922480  -0.094
H 1.742196 -3.230384 1.215315  0.114
H 1.575477 -2.205152 -0.215816  0.086
H -0.650292 -2.927785 0.668247  0.075
H -0.500827 -1.187261 0.729384  0.030
H -0.566717 -1.149311 5.951248  0.099
H -0.270152 1.070054 6.950518  0.099
H 0.094745 3.049179 5.514136  0.100
H 0.179019 2.783794 3.047922  0.094
H -0.082935 0.571827 2.048301  0.064
H -2.579703 -4.509519 3.617577  0.085
H -5.014816 -4.767002 3.468589  0.099
H -6.433687 -2.852188 2.803356  0.098
H -5.385472 -0.667652 2.297426  0.096
H -2.947871 -0.401608 2.443803  0.094
H -0.623873 -5.044749 2.359862  0.098
H 0.465257 -7.069068 3.219645  0.099
H 1.967646 -6.934810 5.181584  0.098
H 2.393908 -4.746427 6.252717  0.101
H 1.335202 -2.713684 5.377762  0.097
C 2.702808 3.014882 -4.865710  -0.178
C 1.244941 2.658739 -5.133135  -0.448
As 0.546954 1.246641 -3.950791  1.139
C 0.771659 -0.309479 -5.130448  -0.441
C 2.179408 -0.893495 -5.057396  -0.175
C -1.373584 1.565159 -4.208461  -0.439
C -1.831229 1.762584 -5.648923  -0.166
H 3.057388 3.769683 -5.570621  0.069
H 3.358055 2.146189 -4.956266  0.054
H 2.826198 3.418794 -3.860233  0.033
H 1.104577 2.325473 -6.163262  0.063
H 0.612151 3.535867 -4.984136  0.049
H 0.526629 -0.013150 -6.152035  0.055
H 0.034999 -1.049792 -4.811812  0.060
H 2.928238 -0.175834 -5.400402  0.055
H 2.266850 -1.780961 -5.687303  0.068
H 2.445644 -1.175124 -4.037714  0.046
H -1.620176 2.436485 -3.596673  0.051
H -1.884682 0.712966 -3.758537  0.040
H -1.385439 2.649756 -6.099336  0.058
H -2.915670 1.885837 -5.690291  0.069
H -1.576952 0.906574 -6.275076  0.059

Cartesian forces (eV/Å) of the 3 atoms listed first:
-0.02 -0.05 0.23
0.02 0.03 -0.02
-0.03 0.05 0.12

Net charge: 0
Kohn-Sham gap (eV): 8.131
Lowest unoccupied orbital energy (Eh): -0.001


Ordered highest occupied orbital energy results: -0.3904; -0.3002; unit Eh.